No. 1
DFT (the ωB97M-V functional and the def2-TZVPD basis) results for a molecular structure, C26H64As3N6SbV.

XYZ file:
```
101
Properties=species:S:1:pos:R:3:forces:R:3
C -1.7371 1.5801 -3.3423 -0.3 -0.1 -0.7
H 0.4357 -1.4217 2.6263 0.0 0.0 0.0
H -2.8647 1.8088 6.3065 0.0 0.1 0.0
H -2.2196 -2.3360 -3.9793 0.0 0.2 0.0
H -2.8583 5.2584 -0.2544 0.0 0.1 0.1
C -1.3574 2.4152 2.8858 0.0 -0.1 0.1
H -1.1427 2.3021 -1.5234 0.1 -0.1 -0.2
C -0.3073 -1.1609 1.8713 -0.1 0.0 0.1
H 1.0131 -3.3707 -4.7243 -0.1 0.1 0.1
H 1.9621 -5.5083 -0.2080 -0.1 0.1 0.0
H 0.7467 2.5083 2.4697 0.0 -0.1 0.0
H -1.3454 -0.8189 6.3188 -0.1 0.0 0.0
H 4.7906 -3.9347 1.9305 0.0 0.0 -0.1
H -1.4889 -2.6530 -1.6829 -0.2 0.1 -0.1
As 0.2550 0.5208 1.0060 0.4 0.1 0.9
C 1.4372 -4.7252 0.3468 -0.4 -0.7 0.3
H -5.1044 3.2670 -0.2378 0.0 0.0 0.0
N 2.1756 -1.8905 -3.7244 0.2 0.0 -0.2
C -2.4392 4.4327 -0.8254 0.0 0.0 -0.1
C -2.1167 -1.4361 -3.3649 -0.4 -0.4 0.4
H -0.3741 -1.9813 1.1577 0.0 0.1 0.1
H 1.9716 2.4662 -4.5225 -0.1 0.1 0.0
H 2.7000 1.2704 1.3000 -0.1 0.1 -0.1
H 3.7013 2.2181 -4.2916 0.1 0.1 0.0
H 1.5522 -6.0764 2.0014 -0.1 -0.1 0.0
C 2.4246 2.8331 -1.3670 0.0 -0.2 0.0
H -4.4082 1.7609 5.4283 0.0 0.0 -0.1
C 2.7285 -4.3320 2.4815 0.1 -0.1 -0.1
H 4.0904 -3.5401 -0.5678 -0.1 0.0 0.1
C -1.0878 -0.2909 5.4010 -0.1 0.1 -0.1
C -2.4980 1.4053 3.0126 -0.1 -0.4 0.0
H 0.4794 -2.9256 -3.0944 0.0 0.0 -0.2
C -1.1811 0.5626 -4.3350 -0.4 0.6 -0.1
H -1.3859 4.6537 -1.0127 0.0 -0.1 0.1
H 1.9236 2.7718 -0.3989 0.0 0.1 0.0
H -2.6652 1.2308 -2.8718 0.2 0.1 -0.1
C 4.4574 0.4251 -1.8350 -0.5 -0.1 -0.1
H 3.6985 -2.2981 0.6356 0.0 -0.1 0.0
H 2.4896 -3.3139 2.8005 0.0 0.0 0.0
H -2.3570 4.2086 2.2210 0.0 0.0 -0.1
H 2.7946 -2.5756 -3.3017 0.1 0.1 0.0
H 4.6103 0.5468 -0.7647 -0.1 0.0 0.0
C 1.4993 -4.9993 1.8551 0.1 0.1 0.0
H 5.0855 1.1365 -2.3646 0.0 0.0 0.0
H 0.4020 -4.6972 0.0035 0.1 0.0 -0.1
C 2.7348 1.7275 -4.2922 -0.1 -0.3 0.2
H -2.9570 4.3944 -1.7862 0.0 -0.1 0.1
H -3.4370 1.9686 3.0591 0.0 -0.1 0.0
H 2.3015 -0.0580 2.3922 0.0 0.0 0.0
H -2.6761 -0.0278 -1.1072 0.2 -0.1 0.1
N -0.7242 1.8016 -2.3142 -0.1 1.0 0.0
C -2.2223 -1.8681 -1.9021 -0.3 -0.5 -0.5
V 0.0039 -0.0539 -1.6147 -1.3 1.8 -0.8
C -0.0685 -1.5180 -4.6518 0.4 -0.6 -0.1
H 2.6056 -0.3793 0.6689 0.0 0.0 0.0
H -2.1312 3.6306 4.5081 -0.1 0.0 0.0
H -2.5200 0.8397 2.0618 -0.2 0.0 0.3
H 1.9160 3.5752 -1.9803 0.0 0.1 0.0
C 3.5000 -3.3305 0.3324 0.8 0.1 0.0
H -0.5749 0.6249 5.6803 0.0 0.1 0.0
H -0.2541 0.9777 -4.7420 -0.1 -0.1 0.0
H -0.7495 -2.0439 -5.3329 0.1 0.2 0.0
H 0.2595 1.0991 3.4202 0.1 0.0 -0.1
H -0.4740 4.0225 4.0420 0.1 0.1 0.0
N 0.7975 -1.6461 -1.0227 1.6 -2.9 1.2
H -1.9801 -1.0476 -0.0530 0.0 0.1 -0.2
H 3.0375 -4.8853 3.3657 0.0 0.1 0.1
H -0.0168 2.4265 -2.7018 -0.1 -0.1 0.1
C 0.8921 -2.5303 -4.0255 -0.2 -0.1 -0.2
H -0.8010 2.5774 4.9895 0.0 0.0 0.1
As -2.6662 2.7556 0.1943 -0.4 0.5 0.1
H 0.5361 -0.8436 -5.2628 -0.1 0.0 0.0
H 2.6114 -1.6262 -4.6056 0.1 -0.1 0.1
C -1.1803 3.2070 4.1897 0.1 -0.1 -0.1
H 2.7298 0.9604 -5.0580 0.0 -0.1 -0.1
H -2.9742 -0.7958 -3.6013 0.1 -0.1 0.0
N -1.9393 -0.7358 -1.0245 -0.6 0.1 0.3
H -4.6489 3.9190 1.3380 0.1 0.1 0.0
H -1.9816 2.5002 -3.8903 0.0 -0.2 0.1
H 0.5940 -4.6476 2.3478 -0.1 0.0 0.0
C -3.6029 1.1575 5.8437 0.1 0.0 0.0
C 2.1698 0.3224 1.3784 0.0 -0.1 0.0
C -0.0226 1.7334 2.5729 0.1 0.0 -0.1
H -3.2285 -2.2829 -1.7433 0.2 0.0 0.0
H 3.4509 3.1618 -1.2224 0.0 0.1 0.0
N -0.8618 -0.7237 -3.6931 0.3 0.2 0.2
N 2.0756 -3.4553 0.0328 0.0 0.0 0.0
H -4.0324 0.5212 6.6174 0.0 0.0 0.0
Sb 2.4070 0.8908 -2.3364 1.1 1.0 0.0
H -1.8842 0.4231 -5.1692 0.1 0.0 0.1
H -0.4116 -0.9304 4.8371 0.0 0.0 -0.1
H 4.0582 -5.2899 1.0862 0.1 0.0 0.0
C -4.5502 3.0605 0.6774 0.1 -0.1 -0.1
H 4.7214 -0.5851 -2.1323 0.0 -0.1 0.0
As -2.8067 0.0083 4.4633 0.2 0.3 -0.2
C 3.8691 -4.2857 1.4676 -0.1 0.1 0.1
H -5.0043 2.1918 1.1504 0.1 0.0 0.0
H -0.8065 3.9276 1.4435 -0.1 0.0 -0.1
C 1.4196 -2.5000 -0.5251 -0.5 0.5 -0.4
H -1.2696 -1.0466 2.3736 0.0 0.0 -0.1
C -1.7191 3.4319 1.7925 0.0 0.0 -0.1
```
Forces are in eV/Å.

## Properties
2S+1   4
Energy above the lowest of the compared OMol25 structures with the same formula, charge and spin   1.240 eV
Calculated total energy   -251669.263 eV
Charge   +2


No. 2
DFT (the ωB97M-V functional and the def2-TZVPD basis) results for a molecular structure, C26H64Cl2F2NbO5.

XYZ file:
```
100
Properties=species:S:1:pos:R:3:forces:R:3
H -0.8803 -0.3682 -3.8762 0.2 -0.1 -0.6
H -6.3371 -6.3257 -0.4065 0.0 0.0 0.0
H 2.9247 2.9125 -3.9043 0.1 0.2 -0.5
H -1.5952 1.9184 -5.7151 -0.1 -0.4 0.2
C 0.6219 -0.5901 4.8322 -0.1 0.0 0.1
O -3.7698 -4.1180 -0.4454 0.0 0.2 -0.1
C 2.7283 3.4437 -4.8611 -1.0 -0.7 0.1
F 0.6641 0.6925 -7.5346 1.0 1.1 1.6
H -1.5633 -5.7518 1.5370 0.0 0.1 0.0
C -1.8710 0.9842 -5.1993 0.5 -0.3 -0.2
H -5.7386 4.7470 1.7992 0.0 0.1 -0.1
C -4.6124 -5.1452 -0.9348 0.0 -0.1 0.0
H -0.1385 -1.5561 -1.0878 0.0 0.0 0.0
H -1.4038 -5.4323 -0.2017 0.0 0.0 0.1
Nb 1.6514 1.9896 -6.2346 -0.1 -0.5 -2.0
C -1.2076 -0.4423 2.4913 0.0 0.2 0.0
H 2.3722 -1.7099 0.2813 0.0 -0.1 0.1
C 3.3655 0.5082 -5.9636 -0.6 -0.8 0.4
H -0.2795 -0.5290 -5.5798 -0.3 0.3 0.1
C -3.0524 -4.4094 0.7412 0.1 -0.1 0.1
H -2.4618 -3.5208 0.9692 -0.1 0.1 -0.1
F 4.5866 1.1833 -5.7071 0.1 -0.3 0.2
C -0.6046 0.1744 -4.8017 -0.1 1.2 0.7
C 3.0098 -2.2689 -0.4129 0.0 0.0 0.1
C -2.1164 -5.5985 0.6088 0.0 -0.1 -0.1
H -4.8212 6.2010 2.1886 0.0 0.0 0.0
H -0.3581 1.5562 2.6510 -0.1 0.0 0.1
H -2.6556 -6.5209 0.3863 0.0 0.0 0.1
O -3.6070 3.0416 2.3168 0.0 0.0 0.2
H -4.5982 3.3505 -0.2650 -0.1 0.0 0.0
H 1.4671 -0.2392 5.4267 0.0 0.0 0.0
H -0.8185 -3.1846 -0.9064 0.0 0.0 -0.1
H 3.9412 -3.4432 1.1383 0.0 0.0 0.0
H -0.5660 0.9802 1.0003 0.0 0.0 0.0
H -2.7971 4.8547 2.6487 0.0 -0.2 0.0
H -4.0148 -6.0079 -1.2490 0.0 -0.1 0.1
H -1.8742 -0.9689 1.8059 0.1 -0.1 0.0
H 1.9886 4.2369 -4.6165 0.5 -0.2 -0.2
H -5.2041 1.6971 -0.3530 0.0 0.0 0.0
C 1.0204 -0.7012 3.3710 0.0 0.1 0.0
H -5.1468 4.9847 3.4401 0.0 0.0 0.0
C 3.1366 -0.5856 -4.8904 1.3 -0.2 -0.4
H 3.8398 4.2010 3.6672 0.0 0.1 0.1
H 2.3026 -1.2548 -5.1672 0.1 0.5 0.2
H 1.3844 0.2593 2.9912 0.0 0.0 0.1
H 4.0372 -1.2430 -4.8696 -0.4 0.2 0.0
H 3.8995 -1.6586 -0.5755 -0.1 0.0 -0.2
H 5.5774 3.5068 5.6755 0.0 0.0 -0.1
H -0.0550 2.1053 -4.0290 0.5 -0.3 -0.1
H 1.3930 -4.1934 -1.4705 0.0 0.0 0.1
H 5.9584 1.1232 3.7890 -0.1 -0.1 0.0
C -4.9025 5.1307 2.3855 -0.1 -0.1 0.0
H -5.0793 -4.7486 -1.8375 0.1 0.1 0.0
C -1.0148 0.9812 1.9959 0.0 0.0 -0.1
O -0.0085 -1.2000 2.5340 0.0 -0.3 -0.1
H 7.1122 2.9223 5.0349 0.0 0.0 0.0
H 2.5701 -4.2496 0.3768 0.0 0.0 0.1
H 2.1802 4.3279 4.2504 0.0 0.0 0.0
H 2.2220 1.9819 5.0250 0.1 -0.1 0.0
H 4.0978 -4.1317 -0.4909 0.0 0.0 0.0
H -3.7437 -4.5453 1.5802 0.0 -0.1 0.0
H 0.3838 -2.5869 0.2401 -0.1 0.0 0.0
O 2.3787 -2.3853 -1.6742 0.2 0.0 -0.2
H 1.1371 0.8793 -3.6024 0.0 0.1 -0.5
Cl -2.7262 1.4940 -3.6518 0.0 -0.1 -0.6
H 0.2783 3.1932 -6.5178 -0.2 0.2 0.3
H -3.3229 4.6093 0.9973 -0.1 0.0 0.0
C 6.0998 2.6216 5.3095 -0.1 0.0 0.1
H 6.1565 1.9093 6.1355 0.0 0.0 0.0
C -4.4564 2.3382 0.1161 0.1 0.1 0.0
C 0.0909 -2.5875 -0.8118 0.0 0.0 0.2
C 5.3942 1.9966 4.1179 0.1 0.1 0.0
Cl 2.7711 2.9907 -8.2535 -0.4 -0.3 0.9
H -3.4656 2.0059 -0.1988 0.0 0.0 0.0
H 3.6561 3.8546 -5.2819 -0.3 -0.1 0.1
C 3.1631 2.5089 4.8591 0.0 0.1 0.0
H -6.3156 -4.7057 0.3151 0.0 0.0 0.0
C -5.6978 -5.5634 0.0424 0.0 0.0 0.1
H -4.4396 1.2425 1.9547 0.1 0.1 0.1
O 4.0869 1.5332 4.4079 -0.1 -0.2 0.0
H 3.0389 -0.1903 -3.8688 -0.3 -0.1 -0.4
C -3.5984 4.4310 2.0415 0.0 0.1 -0.1
C -4.5817 2.2745 1.6283 -0.1 0.0 -0.2
C 1.1833 -3.1435 -1.7077 -0.1 0.0 0.0
H -1.9735 1.5012 1.9480 0.1 0.0 0.0
H 1.8518 -1.4023 3.2813 -0.1 0.0 -0.1
H -5.5881 2.5646 1.9505 0.0 0.0 0.0
H 0.8378 -3.1254 -2.7427 0.2 0.1 0.0
H 5.3722 2.6882 3.2697 0.0 0.1 0.0
H -2.5818 0.4319 -5.8282 0.1 0.1 0.5
H 2.5779 3.2339 2.9128 0.0 0.0 0.0
H 0.3022 -1.5602 5.2186 0.0 0.0 0.0
H 3.4733 2.9031 5.8333 0.0 0.1 0.0
H -1.6982 -0.4529 3.4710 0.0 0.1 0.0
H -0.2041 0.1083 4.9791 0.1 0.1 0.0
H -5.2830 -5.9753 0.9637 0.0 -0.1 0.0
H 3.5099 -0.0196 -6.9332 -0.1 0.3 0.3
C 3.4269 -3.6007 0.1881 -0.1 -0.1 0.0
C 0.5088 1.2370 -4.4382 -0.6 0.1 -0.3
C 2.9292 3.6339 3.8658 0.1 0.0 -0.1
```
Forces are in eV/Å.

## Properties
Calculated total energy   -70265.609 eV
Charge   -1